An isolated molecule of CH3O3PS in a non-equilibrium geometry. Source: OMol25; level of theory: wB97M-V/def2-TZVPD.

Relative energy (zero: lowest compared OMol25 entry of this formula, charge and spin): 172.7 kJ/mol
HOMO level: -9.62 eV

Each line ends with the Mulliken charge.
Element x y z (Å)
1 C -0.38338 -0.22969 -0.79696  -0.803
2 O -0.96973 0.44337 3.98811  -0.382
3 O -1.42854 1.02958 1.65728  -0.222
4 O -2.83428 -0.75781 0.33337  -0.470
5 P -1.89629 1.23926 3.21735  0.382
6 S -2.09387 0.44979 0.17555  0.623
7 H -0.57053 0.03421 -1.86246  0.287
8 H 0.39704 0.29540 -0.41096  0.295
9 H -0.32604 -1.31475 -0.82285  0.291



CHINOS as an isolated structure in a non-equilibrium geometry. Source: OMol25; level of theory: wB97M-V/def2-TZVPD.

⟨S²⟩: 2.02
Multiplicity: 3
Relative energy (zero: lowest compared OMol25 entry of this formula, charge and spin): 0.0 kJ/mol
Net charge: -1
HOMO level (alpha / beta): -1.97 / -4.17 eV

Each line ends with the Mulliken spin population.
Element x y z (Å)
1 C -0.16252 1.73818 -0.00723  -0.043
2 N -0.58551 0.48763 -0.11832  0.490
3 O -0.80955 2.76512 0.07250  -0.013
4 S 1.49729 1.41964 -0.04996  0.792
5 I -2.73892 0.04212 0.00044  0.770
6 H 0.24568 -0.29586 0.18355  0.004



C34H55BiN4O4SSe as an isolated structure in a non-equilibrium geometry. Source: OMol25; level of theory: wB97M-V/def2-TZVPD.

HOMO level: -7.70 eV

Each line ends with the Mulliken charge.
Element x y z (Å)
1 Bi -1.73271 -2.33371 -0.46285  1.574
2 C 2.67659 1.10949 4.70145  -1.717
3 C 1.21179 1.11169 5.16345  2.199
4 C 1.02129 0.06409 6.26945  -1.758
5 C 0.89649 2.48929 5.75255  -2.219
6 C 0.32199 0.74449 3.98355  -0.928
7 C 0.51919 -0.46371 3.34095  -0.825
8 C -0.24851 -0.81861 2.24675  0.346
9 Se 0.14769 -2.49501 1.35675  -0.106
10 C 1.47479 -1.78011 0.14385  0.052
11 C 2.75209 -1.65601 0.66195  -0.499
12 C 3.74699 -1.06581 -0.08955  -0.334
13 C 3.41419 -0.72001 -1.39555  -0.746
14 C 2.16119 -0.89581 -1.96585  0.016
15 C 1.11149 -1.36851 -1.14295  1.257
16 O -0.15181 -1.36751 -1.54855  -0.853
17 C 1.99249 -0.50271 -3.43595  2.417
18 C 2.02089 1.03109 -3.52115  -1.521
19 C 3.15519 -1.08571 -4.25635  -1.910
20 C 0.70239 -1.02511 -4.07525  -1.884
21 C 5.12629 -0.76671 0.47305  2.107
22 C 6.19189 -1.48251 -0.36415  -1.756
23 C 5.26589 -1.22551 1.92695  -1.954
24 C 5.33619 0.75309 0.42765  -1.661
25 C -1.27941 -0.01641 1.73485  0.805
26 O -2.00071 -0.38661 0.70035  -1.313
27 C -1.49951 1.21219 2.41105  -0.541
28 C -0.69731 1.55369 3.48755  0.393
29 C -2.60531 2.13969 1.92015  2.624
30 C -2.73341 3.41909 2.75225  -2.446
31 C -2.30561 2.53139 0.46765  -1.536
32 C -3.95241 1.40699 1.97725  -1.794
33 H 3.32889 1.42019 5.51535  0.496
34 H 2.98249 0.11749 4.38205  0.315
35 H 2.81149 1.79559 3.86785  0.347
36 H 1.65809 0.29449 7.12135  0.454
37 H -0.01521 0.05749 6.59945  0.399
38 H 1.27169 -0.93141 5.91365  0.297
39 H 1.57429 2.68629 6.58165  0.443
40 H 1.03119 3.27659 5.01435  0.402
41 H -0.12111 2.52679 6.13405  0.448
42 H 1.27129 -1.16561 3.66995  0.296
43 H 2.92169 -2.01551 1.66465  0.524
44 H 4.18409 -0.28071 -2.00825  0.264
45 H 2.95839 1.41689 -3.12885  0.285
46 H 1.91629 1.36239 -4.55265  0.451
47 H 1.21239 1.46009 -2.93275  0.214
48 H 4.11499 -0.66961 -3.96785  0.347
49 H 3.20049 -2.16411 -4.12895  0.410
50 H 3.01039 -0.86981 -5.31235  0.492
51 H -0.17111 -0.52041 -3.67765  0.241
52 H 0.72589 -0.86191 -5.15295  0.546
53 H 0.58629 -2.08981 -3.89135  0.394
54 H 6.02229 -2.55661 -0.34005  0.377
55 H 6.16279 -1.15711 -1.39965  0.329
56 H 7.18379 -1.27791 0.03275  0.464
57 H 5.15749 -2.30431 2.00575  0.368
58 H 6.25119 -0.95651 2.30215  0.499
59 H 4.52449 -0.74451 2.56015  0.203
60 H 5.30819 1.12209 -0.59345  0.320
61 H 4.55199 1.25339 0.99245  0.315
62 H 6.29719 1.01839 0.86185  0.492
63 H -0.87541 2.49859 3.96895  0.684
64 H -1.82541 4.01609 2.70875  0.419
65 H -3.54711 4.02069 2.35235  0.440
66 H -2.96741 3.18999 3.78935  0.485
67 H -1.36301 3.07239 0.40865  0.402
68 H -2.23521 1.63499 -0.14015  0.072
69 H -3.10091 3.16399 0.07755  0.505
70 H -4.17021 1.09429 2.99605  0.392
71 H -4.74871 2.06619 1.63565  0.488
72 H -3.92901 0.52839 1.34045  0.180
73 N -2.57851 -4.14341 1.44915  -0.499
74 N -2.54001 -5.24191 0.55635  -0.265
75 C -1.38951 -5.45541 -0.26385  0.576
76 O -1.18661 -6.59561 -0.61185  -0.684
77 O -0.70741 -4.41851 -0.56405  -0.813
78 H -2.09091 -4.33981 2.32795  0.267
79 H -3.54371 -3.89131 1.64975  0.255
80 H -2.88081 -6.13121 0.91705  0.266
81 C -5.99851 -0.62451 -5.11965  -1.006
82 C -5.89961 -0.07861 -3.69845  -0.768
83 N -4.69091 0.68459 -3.47465  -0.135
84 C -3.52821 0.12939 -3.09865  0.555
85 S -3.39161 -1.52621 -2.87255  -0.495
86 N -2.45621 0.90759 -2.88255  0.563
87 C -2.34071 2.32649 -3.13755  -0.859
88 C -2.09331 2.63679 -4.61425  -1.185
89 H -6.90671 -1.20981 -5.22525  0.363
90 H -5.14491 -1.26301 -5.32715  0.281
91 H -6.02621 0.18269 -5.84755  0.320
92 H -5.88921 -0.90881 -2.98905  0.351
93 H -6.75171 0.57099 -3.48435  0.393
94 H -4.70561 1.65789 -3.73695  0.254
95 H -1.62481 0.41299 -2.58695  -0.645
96 H -1.50021 2.69099 -2.54595  0.398
97 H -3.24321 2.84019 -2.78925  0.556
98 H -1.15151 2.20409 -4.93905  0.236
99 H -2.04371 3.71189 -4.76185  0.440
100 H -2.88601 2.23339 -5.24015  0.292



C15H37N2O8 as an isolated structure in a non-equilibrium geometry. Source: OMol25; level of theory: wB97M-V/def2-TZVPD.

Relative energy (zero: lowest compared OMol25 entry of this formula, charge and spin): 1232.4 kJ/mol
Net charge: +1
HOMO level: -11.52 eV

Each line ends with the Mulliken charge.
Element x y z (Å)
1 O -0.39907 -0.08490 0.35235  0.934
2 H -0.04244 -0.44068 1.16956  0.682
3 H 0.18335 0.65178 0.15308  -0.662
4 H -0.30569 -0.73099 -0.35152  0.954
5 C 1.56052 -0.75683 3.65678  -1.169
6 O 1.24660 -0.27876 2.27171  -0.068
7 C 2.31363 0.54828 1.80114  -0.813
8 C 2.61774 0.50415 0.34980  -1.533
9 N 1.48551 0.53751 -0.53248  0.047
10 C 0.93177 1.93323 -0.52728  -1.185
11 C -0.09646 2.19333 -1.59199  -1.327
12 O -1.28358 1.44424 -1.20261  0.090
13 C -2.40239 1.78229 -2.07767  -1.007
14 H 0.75366 -1.42693 3.95349  0.259
15 H 1.86370 0.09054 4.27172  0.365
16 H 2.32880 -1.51461 3.50315  0.393
17 H 3.26446 0.28247 2.26307  0.620
18 H 2.11537 1.60703 1.96796  0.373
19 H 3.29914 -0.31315 0.11359  0.399
20 H 3.32921 1.30861 0.16337  0.588
21 H 1.93177 0.28646 -1.40307  0.170
22 H 1.75119 2.64493 -0.62797  0.562
23 H 0.37226 2.24826 0.35353  0.114
24 H 0.07394 1.92544 -2.63472  0.510
25 H -0.19108 3.27912 -1.60676  0.776
26 H -3.36991 1.32872 -1.86254  0.290
27 H -2.24450 1.59653 -3.14005  0.285
28 H -2.57586 2.83008 -1.83242  0.378
29 C 0.00388 -2.19288 -4.78450  -0.656
30 O -0.67935 -1.34465 -3.92484  -0.460
31 C 0.07111 -0.26778 -3.42805  -0.160
32 C 0.89452 -0.78486 -2.26040  -0.076
33 N 0.13611 -1.33302 -1.15383  -0.297
34 C 1.08624 -2.08622 -0.30898  0.500
35 C 0.40716 -2.84496 0.72794  -1.480
36 O -0.18640 -1.89318 1.58492  0.525
37 C -0.96354 -2.49172 2.59454  -1.203
38 H 0.96309 -2.47019 -4.34730  0.298
39 H 0.15179 -1.61037 -5.69384  0.314
40 H -0.55781 -3.07301 -5.09754  0.263
41 H -0.58661 0.56552 -3.18084  -0.522
42 H 0.71605 0.12146 -4.21587  0.401
43 H 1.58305 0.00445 -1.95873  -0.774
44 H 1.57116 -1.60367 -2.50495  0.892
45 H -0.50136 -1.92312 -1.66911  0.437
46 H 1.79998 -1.45759 0.22348  -0.616
47 H 1.65029 -2.75283 -0.96135  0.673
48 H 1.05501 -3.47330 1.33916  0.534
49 H -0.34568 -3.54667 0.36884  0.514
50 H -1.50957 -3.32836 2.15868  0.268
51 H -1.62916 -1.77931 3.08189  0.280
52 H -0.27607 -2.89463 3.33828  0.452
53 C -1.61725 2.71016 2.55113  -0.496
54 C -3.14350 2.64480 2.61589  -0.465
55 O -3.40184 1.38998 2.13417  -0.415
56 C -2.32860 0.73963 1.69515  0.458
57 O -2.25364 -0.40737 1.22905  -0.460
58 O -1.19941 1.57804 1.75816  -0.015
59 H -1.12794 2.58631 3.51722  0.294
60 H -1.20794 3.59607 2.06562  0.317
61 H -3.60251 3.34083 1.91378  0.322
62 H -3.48288 2.80627 3.63904  0.327



A 2-piece molecular cluster, C19H29F4O4P overall in a non-equilibrium geometry. Source: OMol25; level of theory: wB97M-V/def2-TZVPD.

HOMO level: -4.60 eV

Each line ends with the Mulliken charge.
Element x y z (Å)
1 C 2.28314 -0.16088 0.88772  -0.173
2 O 2.37776 -1.58132 0.51545  -0.366
3 C 3.42587 -1.82824 -0.48706  -0.552
4 C 3.23636 -1.01504 -1.90152  -0.447
5 C 1.80772 -1.47760 -2.56084  -0.426
6 C 1.16460 -0.32490 -3.57009  -0.744
7 C 0.71948 1.05688 -2.74339  -0.085
8 C -0.79179 0.75982 -2.16507  -0.856
9 P -1.71052 2.36404 -1.57529  0.159
10 O -3.38866 1.96505 -1.32788  -0.392
11 C -3.56707 0.61566 -0.76971  0.589
12 O -2.81038 0.18157 0.27655  -0.451
13 C -4.64110 -0.51876 -1.35369  0.264
14 C -4.02166 -2.06510 -1.45638  -0.286
15 C -4.89466 -3.36395 -1.96161  -0.404
16 C -6.48033 -3.06014 -2.37518  -0.288
17 C -7.09565 -1.51867 -2.28168  -0.404
18 C -6.19702 -0.20935 -1.76732  -0.254
19 C -0.86091 3.23895 -0.10537  0.776
20 F -1.02342 4.72522 -0.31393  -0.272
21 F 0.59736 2.85541 -0.07396  -0.223
22 C -1.50990 2.91834 1.36597  0.240
23 F -2.98251 3.16949 1.45548  -0.253
24 F -0.85180 3.75973 2.43374  -0.265
25 H 3.26736 0.44397 0.69817  0.276
26 H 1.43916 0.36779 0.23398  -0.197
27 H 1.92535 -0.01506 2.01610  0.224
28 H 4.48579 -1.67973 -0.01350  0.318
29 H 3.34975 -2.98708 -0.76353  0.268
30 H 3.35291 0.14164 -1.76368  0.254
31 H 4.08198 -1.35082 -2.66808  0.356
32 H 1.03818 -1.81097 -1.71745  0.095
33 H 2.02599 -2.47265 -3.17997  0.355
34 H 0.18003 -0.81832 -4.02014  0.316
35 H 1.88782 -0.10587 -4.46710  0.330
36 H 1.46808 1.23388 -1.85510  0.095
37 H 0.75042 1.97177 -3.49934  0.447
38 H -0.78561 -0.09212 -1.36223  0.391
39 H -1.42657 0.37332 -3.09912  0.452
40 H -1.61059 3.28649 -2.71423  0.231
41 H -2.90259 -2.25744 -1.12977  0.267
42 H -4.40622 -4.43808 -1.97968  0.307
43 H -7.10879 -4.00391 -2.70408  0.293
44 H -8.24375 -1.41489 -2.57682  0.282
45 H -6.65071 0.87321 -1.68360  0.318
46 H -1.32166 1.79726 1.70651  0.228
47 C 2.70947 -0.07219 5.77848  -1.316
48 C 3.96895 -0.30711 4.92808  0.416
49 C 4.93543 0.87415 5.11562  -1.355
50 O 3.60233 -0.33386 3.65844  -0.670
51 H 2.18264 0.85105 5.50312  0.258
52 H 2.00022 -0.90437 5.68410  0.295
53 H 2.97631 0.00968 6.83873  0.418
54 H 4.47127 -1.17911 5.37006  0.164
55 H 4.49104 1.83241 4.81582  0.293
56 H 5.85677 0.73528 4.53584  0.303
57 H 5.22434 0.96546 6.16940  0.398



The total energy results, record by record, are as follows: -27351.0454, -23525.3742, -132324.7014, -35494.3359, -48500.8721 eV.
The M results, record by record, are as follows: 126.07, 202.00, 903.85, 373.47, 428.40 g mol⁻¹.